Record 1
{
  "formula": "C3H3NO2",
  "method": "ωB97M-V/def2-TZVPD",
  "elements": ["C", "C", "C", "N", "O", "O", "H", "H", "H"],
  "xyz": [[0.787, -1.372, -0.521], [0.228, -0.365, 0.191], [1.008, -0.237, -1.542], [0.610, 0.681, -0.600], [1.307, -0.042, -2.676], [-1.565, 1.744, -0.860], [1.206, -2.361, -0.465], [-0.328, -0.398, 1.040], [-1.073, 2.396, -1.293]],
  "lowdin_charge": [0.13, -0.08, -0.49, 0.17, 0.14, -0.01, 0.10, 0.09, -0.04],
  "homo_lumo_gap_ev": [8.832, 8.491],
  "spin_multiplicity": 1,
  "largest_force_ev_per_a": 3.29,
  "homo_ha": [-0.383, -0.364],
  "relative_energy_kj_mol": 618.3
}



Record 2
{
  "formula": "C17H27IN5O2Ru",
  "method": "ωB97M-V/def2-TZVPD",
  "elements": ["Ru", "C", "O", "C", "C", "O", "C", "H", "H", "H", "H", "H", "H", "H", "H", "H", "H", "C", "C", "N", "C", "N", "C", "C", "C", "N", "C", "H", "H", "H", "H", "H", "H", "H", "H", "H", "H", "H", "H", "H", "I", "N", "C", "C", "C", "C", "C", "N", "C", "H", "H", "H", "H"],
  "xyz": [[-1.030, -0.076, 0.049], [0.336, 3.472, -1.505], [0.391, 2.035, -1.389], [0.611, 1.465, -2.686], [0.929, 0.048, -2.532], [-0.105, -0.726, -1.902], [0.300, -2.113, -1.992], [-0.502, 3.613, -2.116], [1.217, 3.680, -2.099], [0.322, 4.028, -0.542], [1.465, 1.950, -3.307], [-0.304, 1.562, -3.262], [1.883, -0.131, -2.054], [1.047, -0.418, -3.511], [-0.600, -2.804, -2.169], [0.711, -2.610, -1.096], [1.044, -2.209, -2.761], [3.378, 1.070, 3.069], [2.902, 1.677, 1.757], [1.888, 0.865, 1.150], [1.548, -0.390, 1.505], [0.334, -0.897, 1.175], [-0.011, -2.285, 1.701], [1.246, -3.117, 1.795], [2.063, -2.417, 2.861], [2.384, -1.044, 2.370], [3.639, -0.429, 2.804], [2.672, 1.190, 3.855], [4.308, 1.558, 3.392], [3.710, 1.666, 1.029], [2.621, 2.705, 2.004], [1.245, 1.343, 0.446], [-0.719, -2.777, 1.027], [-0.523, -2.105, 2.637], [1.728, -3.179, 0.795], [0.962, -4.115, 2.161], [2.973, -2.921, 3.187], [1.428, -2.295, 3.740], [4.392, -0.535, 2.010], [4.045, -0.972, 3.624], [-1.604, 1.376, 2.058], [-6.972, 2.559, -0.051], [-6.082, 1.900, -0.432], [-5.036, 1.108, -0.999], [-5.366, 0.292, -2.108], [-4.414, -0.613, -2.515], [-3.226, -0.768, -1.797], [-2.794, 0.154, -0.966], [-3.780, 1.062, -0.491], [-6.358, 0.511, -2.572], [-4.518, -1.203, -3.480], [-2.397, -1.425, -2.166], [-3.380, 1.685, 0.297]],
  "nbo_charge": [1.32, -0.24, -0.59, -0.11, -0.10, -0.61, -0.28, 0.19, 0.19, 0.22, 0.23, 0.20, 0.20, 0.22, 0.21, 0.20, 0.22, -0.42, -0.22, -0.59, 0.66, -0.67, -0.23, -0.43, -0.21, -0.38, -0.21, 0.22, 0.25, 0.21, 0.24, 0.43, 0.21, 0.23, 0.22, 0.26, 0.24, 0.21, 0.21, 0.24, -0.11, -0.17, 0.21, -0.17, -0.05, -0.24, 0.10, -0.59, 0.08, 0.28, 0.27, 0.22, 0.24],
  "homo_lumo_gap_ev": [7.288, 6.171],
  "spin_multiplicity": 6,
  "largest_force_ev_per_a": 4.28,
  "s_squared": 8.769,
  "homo_ha": [-0.496, -0.549],
  "total_charge": 2
}



Record 3
{
  "formula": "C34H40F10N3Ti",
  "method": "ωB97M-V/def2-TZVPD",
  "elements": ["Ti", "C", "N", "C", "C", "N", "C", "C", "F", "C", "F", "C", "F", "C", "F", "C", "F", "C", "C", "N", "C", "C", "F", "C", "F", "C", "F", "C", "F", "C", "F", "H", "H", "H", "H", "H", "H", "H", "H", "H", "H", "H", "C", "C", "C", "C", "C", "C", "C", "C", "C", "C", "C", "C", "C", "C", "C", "C", "C", "H", "H", "H", "H", "H", "H", "H", "H", "H", "H", "H", "H", "H", "H", "H", "H", "H", "H", "H", "H", "H", "H", "H", "H", "H", "H", "H", "H", "H"],
  "xyz": [[0.337, 0.602, -0.096], [0.670, -2.746, 0.423], [0.041, -1.513, 0.912], [-1.433, -1.731, 0.933], [-2.107, -1.107, -0.271], [-1.677, 0.281, -0.356], [-2.592, 1.278, -0.511], [-3.954, 1.222, -0.855], [-4.561, 0.053, -1.148], [-4.738, 2.362, -0.958], [-6.027, 2.232, -1.277], [-4.213, 3.625, -0.750], [-4.980, 4.716, -0.851], [-2.864, 3.732, -0.443], [-2.299, 4.925, -0.259], [-2.117, 2.584, -0.335], [-0.778, 2.706, -0.086], [0.553, -1.265, 2.276], [0.062, 0.051, 2.819], [0.361, 1.131, 1.880], [0.259, 2.401, 2.433], [0.923, 3.473, 1.825], [1.603, 3.261, 0.683], [0.899, 4.771, 2.296], [1.569, 5.724, 1.644], [0.185, 5.083, 3.440], [0.156, 6.332, 3.912], [-0.509, 4.067, 4.067], [-1.233, 4.333, 5.156], [-0.483, 2.772, 3.569], [-1.269, 1.895, 4.227], [0.410, -3.581, 1.086], [1.750, -2.635, 0.404], [0.312, -2.968, -0.579], [-1.839, -1.277, 1.836], [-1.633, -2.807, 0.988], [-3.182, -1.220, -0.137], [-1.844, -1.646, -1.180], [1.642, -1.260, 2.207], [0.258, -2.088, 2.943], [0.542, 0.216, 3.791], [-1.012, -0.016, 3.020], [1.808, 1.488, -1.593], [0.915, 0.950, -2.571], [1.070, -0.480, -2.540], [2.025, -0.740, -1.526], [2.533, 0.447, -0.968], [3.865, 0.530, -0.235], [4.135, -0.721, 0.600], [4.951, 0.634, -1.318], [3.965, 1.749, 0.679], [0.652, -1.609, -3.514], [0.983, -1.237, -4.967], [1.493, -2.870, -3.249], [-0.816, -2.035, -3.440], [0.195, 1.889, -3.554], [0.032, 3.309, -2.992], [-1.205, 1.414, -3.945], [1.090, 2.078, -4.796], [1.994, 2.541, -1.454], [2.409, -1.717, -1.299], [4.144, -1.629, -0.004], [3.392, -0.835, 1.390], [5.113, -0.642, 1.078], [4.924, -0.232, -1.981], [5.940, 0.686, -0.860], [4.807, 1.527, -1.925], [3.241, 1.695, 1.495], [3.793, 2.676, 0.136], [4.967, 1.797, 1.110], [2.009, -0.880, -5.057], [0.320, -0.487, -5.381], [0.882, -2.130, -5.588], [2.558, -2.677, -3.379], [1.203, -3.639, -3.967], [1.343, -3.287, -2.255], [-1.502, -1.191, -3.434], [-1.001, -2.634, -2.549], [-1.056, -2.664, -4.300], [-0.605, 3.349, -2.119], [-0.430, 3.929, -3.761], [0.986, 3.770, -2.741], [-1.825, 1.269, -3.058], [-1.205, 0.487, -4.507], [-1.684, 2.170, -4.570], [2.060, 2.475, -4.495], [0.627, 2.803, -5.468], [1.264, 1.168, -5.356]],
  "mulliken_spin": [0.89, 0.04, 0.00, 0.01, 0.06, -0.07, 0.02, 0.00, 0.00, 0.00, 0.00, 0.00, 0.00, 0.00, 0.00, 0.02, 0.03, 0.04, 0.01, -0.04, 0.04, 0.00, 0.00, 0.00, 0.00, 0.00, 0.00, 0.00, 0.00, 0.00, 0.00, 0.00, 0.00, -0.01, 0.00, 0.00, 0.01, -0.04, -0.01, 0.00, 0.00, -0.01, 0.06, -0.02, -0.03, -0.02, 0.00, 0.00, 0.02, 0.00, 0.00, -0.01, 0.00, 0.00, 0.00, 0.01, -0.01, -0.01, 0.00, 0.02, -0.01, 0.00, 0.00, 0.00, 0.00, 0.00, 0.00, 0.00, 0.00, 0.00, 0.00, 0.00, 0.00, 0.00, 0.00, 0.00, 0.00, 0.00, 0.00, 0.01, 0.00, 0.00, 0.01, 0.00, 0.00, 0.00, 0.00, 0.00],
  "homo_lumo_gap_ev": [7.842, 7.878],
  "spin_multiplicity": 2,
  "largest_force_ev_per_a": 0.92,
  "s_squared": 0.755,
  "homo_ha": [-0.278, -0.279],
  "relative_energy_kj_mol": 0.0
}



Record 4
{
  "formula": "C4H12OS",
  "method": "ωB97M-V/def2-TZVPD",
  "elements": ["C", "C", "S", "H", "H", "H", "H", "H", "H", "C", "O", "C", "H", "H", "H", "H", "H", "H"],
  "xyz": [[-0.842, -0.494, 2.323], [-0.316, -0.841, 0.945], [-0.257, -2.665, 0.637], [-1.882, -0.786, 2.411], [-0.189, -0.819, 3.139], [-0.916, 0.598, 2.378], [0.670, -0.475, 0.698], [-1.046, -0.436, 0.211], [-0.697, -3.120, 1.849], [0.183, 2.532, -1.386], [1.221, 2.177, -0.422], [0.310, 1.824, -2.729], [0.282, 3.611, -1.522], [-0.761, 2.311, -0.885], [1.383, 1.285, -0.746], [0.443, 2.567, -3.523], [-0.464, 1.100, -2.951], [1.284, 1.322, -2.676]],
  "nbo_charge": [-0.62, -0.49, -0.09, 0.21, 0.22, 0.22, 0.21, 0.21, 0.13, -0.08, -0.71, -0.65, 0.18, 0.16, 0.45, 0.22, 0.22, 0.21],
  "smiles": "CCO.CCS",
  "homo_lumo_gap_ev": 9.855,
  "spin_multiplicity": 1,
  "largest_force_ev_per_a": 1.56,
  "homo_ha": -0.331,
  "relative_energy_kj_mol": 105.6
}